# 1
Below is C27H31InN3O9SSe as an isolated structure, with properties calculated with the ωB97M-V functional and the def2-TZVPD basis.

The calculation puts the energy at -4878.968618 Ha. The LUMO energy comes out at 2.0151 eV. The energy above the lowest of the compared OMol25 structures with the same formula, charge and spin is 47.2 kJ/mol. The maximum force comes out at 0.41 eV Å⁻¹. As for the total charge: -1.

CARTESIAN COORDINATES (ANGSTROEM)
In 0.1375 0.3017 -1.4559
O -5.6149 -3.4255 -0.6479
C -5.1707 -3.3849 -1.8189
O -5.4982 -3.9748 -2.8591
C -3.9806 -2.4458 -1.9241
C -4.1090 -1.1018 -1.5752
C -2.9920 -0.3065 -1.5009
N -1.7630 -0.7962 -1.7273
C -1.6253 -2.0752 -2.1094
C -2.7096 -2.9156 -2.2456
C -0.2032 -2.5447 -2.3558
O -0.0029 -3.7144 -2.6193
O 0.6996 -1.6153 -2.2664
H -5.0804 -0.6988 -1.3190
H -3.0496 0.7312 -1.2047
H -2.5465 -3.9395 -2.5509
C 0.1708 1.1779 2.5013
C -0.4294 2.0839 1.4858
N -0.7137 1.7903 0.2292
C -1.2316 2.9294 -0.3399
C -1.2894 3.9220 0.5914
N -0.7736 3.3648 1.7315
C -1.7284 5.3408 0.6140
O -2.2738 5.8104 -0.4813
O -1.5768 5.9843 1.6309
C -1.5486 2.9406 -1.7910
O -2.1427 3.9223 -2.2656
O -1.1782 1.9045 -2.4229
H 0.4348 0.2364 2.0342
H -0.5391 0.9795 3.3077
H 1.0715 1.6197 2.9309
H -0.6821 3.8815 2.5929
H -2.2718 5.1106 -1.2213
C 2.4268 -0.0119 -4.3228
S 1.0053 1.0479 -4.0068
C -0.2641 0.1571 -4.9233
H 2.2047 -1.0254 -3.9970
H 3.2504 0.3848 -3.7315
H 2.6833 0.0182 -5.3819
H -0.1152 0.2967 -5.9926
H -1.2215 0.5797 -4.6245
H -0.2258 -0.9018 -4.6715
C -3.1575 -1.0903 1.8584
C -1.9844 -1.8566 1.3066
C -2.1397 -3.3474 1.2079
O -0.9664 -1.2903 0.9506
H -3.3101 -1.3717 2.9045
H -4.0648 -1.3659 1.3144
H -2.9820 -0.0179 1.7844
H -2.4584 -3.7581 2.1686
H -1.2109 -3.8103 0.8806
H -2.9352 -3.5707 0.4892
C 4.6652 -0.9547 4.7519
C 4.1068 -0.4736 3.4352
C 3.5009 -1.3449 2.5437
C 2.9931 -0.9253 1.3109
C 2.3769 -1.9398 0.3892
C 3.0837 0.4295 0.9812
Se 2.4616 1.1753 -0.6778
C 3.6971 1.3348 1.8652
C 3.8293 2.8033 1.5413
C 4.2016 0.8647 3.0707
H 4.5438 -2.0328 4.8584
H 4.1641 -0.4733 5.5953
H 5.7307 -0.7257 4.8328
H 3.4228 -2.3976 2.8010
H 2.6272 -2.9525 0.7080
H 2.7117 -1.8043 -0.6395
H 1.2880 -1.8602 0.3773
H 2.8543 3.2570 1.3462
H 4.4231 2.9593 0.6382
H 4.3092 3.3338 2.3655
H 4.6849 1.5683 3.7444

# 2
Below is an isolated molecule of C27H31N5O3 in a non-equilibrium geometry, with properties calculated with the ωB97M-V functional and the def2-TZVPD basis.

The SMILES is COc1ccccc1CCNC(=O)CCCn1nc(C)c2c(C)n(-c3ccc(C)cc3)nc2c1=O. The calculation puts the energy at -1546.999848 Ha. The LUMO energy comes out at 0.2998 eV. The energy above the lowest of the compared OMol25 structures with the same formula, charge and spin is 29.9 kJ/mol. The maximum force comes out at 1.23 eV Å⁻¹.

CARTESIAN COORDINATES (ANGSTROEM)
C -7.2097 -1.9368 0.2639
O -5.8445 -2.2459 0.4081
C -5.0504 -1.3717 1.0831
C -5.5251 -0.3816 1.9344
C -4.6415 0.4259 2.6314
C -3.2788 0.2524 2.4934
C -2.8032 -0.7180 1.6241
C -3.6660 -1.5258 0.9050
C -3.1407 -2.4978 -0.1122
C -3.5762 -2.0845 -1.5267
N -3.2178 -0.7150 -1.8181
C -4.1437 0.2551 -1.8920
O -5.3419 0.0463 -1.7999
C -3.6534 1.6690 -2.2069
C -2.1817 1.9813 -1.9683
C -1.8363 1.9193 -0.4775
N -0.4044 1.8131 -0.2595
N 0.1812 2.9359 0.1732
C 1.4470 2.9939 0.4166
C 1.9928 4.2994 0.8946
C 2.2591 1.8347 0.2217
C 3.5998 1.4880 0.3659
C 4.7441 2.2714 0.8953
N 3.6824 0.1878 -0.0168
C 4.8151 -0.6464 -0.0491
C 4.6768 -1.9635 0.3771
C 5.7639 -2.8115 0.3465
C 7.0039 -2.3715 -0.1087
C 8.1744 -3.3043 -0.1232
C 7.1203 -1.0611 -0.5519
C 6.0375 -0.1998 -0.5322
N 2.5110 -0.3304 -0.3771
C 1.6302 0.6480 -0.2508
C 0.2094 0.6089 -0.5294
O -0.4288 -0.3438 -0.9545
H -7.6140 -2.6981 -0.4019
H -7.3348 -0.9517 -0.1938
H -7.7420 -1.9791 1.2205
H -6.5854 -0.2298 2.0598
H -5.0289 1.1911 3.2883
H -2.5884 0.8755 3.0428
H -1.7379 -0.8491 1.4925
H -3.5256 -3.4995 0.0862
H -2.0506 -2.5156 -0.0666
H -4.6597 -2.1629 -1.6237
H -3.0957 -2.7389 -2.2610
H -2.2315 -0.5052 -1.7150
H -3.8927 1.8370 -3.2608
H -4.2795 2.3512 -1.6275
H -1.9608 2.9825 -2.3463
H -1.5549 1.2802 -2.5214
H -2.3163 1.0510 -0.0181
H -2.1678 2.8231 0.0344
H 2.8261 4.6151 0.2699
H 1.2070 5.0477 0.8581
H 2.3455 4.2090 1.9212
H 5.5019 1.6100 1.3107
H 4.3978 2.9445 1.6757
H 5.2028 2.8765 0.1119
H 3.7113 -2.3025 0.7174
H 5.6533 -3.8326 0.6803
H 8.4231 -3.6125 0.8917
H 9.0472 -2.8314 -0.5656
H 7.9364 -4.2016 -0.6921
H 8.0684 -0.7067 -0.9293
H 6.1413 0.8023 -0.9174

# 3
Below is C27H31N6O4Tc as an isolated structure, with properties calculated with the ωB97M-V functional and the def2-TZVPD basis.

As for the multiplicity: 2. The calculation puts the energy at -1757.644196 Ha. The LUMO energy (spin up / spin down) comes out at -2.8009 / -3.9271 eV. The energy above the lowest of the compared OMol25 structures with the same formula, charge and spin is 2.3 kJ/mol. The maximum force comes out at 0.61 eV Å⁻¹. As for the total charge: +1.

CARTESIAN COORDINATES (ANGSTROEM)
Tc -0.2475 0.8836 -0.1186
O 1.5815 0.1551 0.1298
C 2.6264 0.5437 0.8136
C 3.7694 -0.2798 0.8331
C 4.8755 0.0850 1.5610
C 4.9120 1.2869 2.2873
C 3.8295 2.1223 2.2359
C 2.6789 1.7802 1.4914
C 1.6373 2.7490 1.3776
N 0.5375 2.6477 0.7071
C -0.3472 3.8346 0.7548
C -1.6229 3.4687 0.0199
N -1.8638 2.0921 0.4260
C -2.9090 1.7479 1.0723
C -3.0348 0.5009 1.7562
C -4.2863 0.0659 2.2208
C -4.3847 -1.0242 3.0490
C -3.2092 -1.6538 3.4733
C -1.9693 -1.2263 3.0514
C -1.8563 -0.1557 2.1483
O -0.6575 0.2399 1.7471
H 3.7471 -1.1976 0.2615
H 5.7386 -0.5684 1.5709
H 5.7879 1.5538 2.8603
H 3.8443 3.0699 2.7615
H 1.8155 3.6925 1.8959
H 0.1558 4.6914 0.3046
H -0.5787 4.0688 1.7963
H -1.4941 3.5052 -1.0633
H -2.4503 4.1214 0.3036
H -3.7216 2.4700 1.1565
H -5.1744 0.6072 1.9167
H -5.3478 -1.3693 3.3959
H -3.2720 -2.4897 4.1587
H -1.0659 -1.6996 3.4077
O -2.1584 0.9314 -3.7848
C -1.4115 1.1590 -2.8660
O -1.6818 0.9413 -1.6070
C -0.0362 1.7256 -3.0651
C 0.4054 2.2868 -4.2476
C 1.6845 2.8079 -4.2840
C 2.4751 2.7203 -3.1447
C 1.9622 2.1286 -2.0075
N 0.7110 1.6506 -1.9637
H -0.2659 2.2932 -5.0950
H 2.0651 3.2741 -5.1825
H 3.4871 3.0990 -3.1331
H 2.5648 2.0215 -1.1204
C 0.9001 -2.5304 1.4292
N 0.5879 -2.9157 0.0673
C 1.3216 -4.0820 -0.3969
C -0.4079 -2.3714 -0.6697
N -0.7252 -1.0892 -0.7199
N -1.0781 -3.2325 -1.4938
C -1.5258 -4.5282 -0.9971
C -1.8319 -2.7334 -2.6326
H 0.6310 -3.3510 2.1035
H 0.3591 -1.6381 1.7070
H 1.9673 -2.3465 1.5326
H 2.3867 -3.8946 -0.2474
H 1.1429 -4.2496 -1.4544
H 1.0583 -4.9847 0.1607
H -1.5906 -0.9818 -1.2331
H -1.1845 -4.6837 0.0217
H -1.1615 -5.3430 -1.6250
H -2.6180 -4.5530 -0.9943
H -2.8310 -2.3844 -2.3482
H -1.9460 -3.5444 -3.3503
H -1.2993 -1.9204 -3.1222